A molecular structure, C38H96CuF6NO40S14. Source: OMol25; level of theory: the ωB97M-V functional and the def2-TZVPD basis.

```
196
Properties=species:S:1:pos:R:3:forces:R:3
Cu 1.65128 3.06602 0.14415 -1.84 -1.50 0.34
C 0.04615 -0.41240 2.56449 -0.02 -0.75 -1.06
F 0.69012 -0.00212 3.68042 -0.50 -0.75 -0.93
F 0.87471 -1.11169 1.73762 -0.73 1.32 1.46
F -0.97534 -1.23972 2.85927 1.09 1.36 0.08
S -0.61622 1.24096 1.71921 -1.39 -0.58 0.18
O -2.04670 1.01015 1.56675 2.19 0.51 -0.28
O -0.25013 2.29618 2.60903 0.69 0.15 -0.18
N 0.31674 1.42496 0.21564 -1.06 -0.54 3.28
S -0.36123 0.35579 -0.80181 -3.63 -0.43 -5.04
O -1.20899 -0.73403 -0.22099 3.08 2.57 -0.75
O -1.03428 1.15923 -1.88310 2.26 -1.88 2.69
C 1.21236 -0.51159 -1.57828 -0.39 -1.02 -0.25
F 2.09629 0.31841 -2.11312 -0.79 0.18 0.28
F 1.80235 -1.16894 -0.58353 -0.05 0.02 -0.21
F 0.82048 -1.41931 -2.51183 0.06 1.38 1.05
O 1.22856 5.14344 4.16759 2.14 -2.93 -1.42
S 2.21312 4.12932 3.68568 1.31 2.44 0.51
O 2.17355 3.60470 2.30067 -0.18 0.55 1.99
O 3.72768 4.80921 3.67992 -1.06 0.31 0.90
C 4.09930 5.64873 4.84414 -1.19 1.23 1.13
C 5.57301 5.90347 4.93505 0.68 -1.09 -1.27
C 2.61808 2.87364 5.02161 -0.68 -0.23 -1.38
H 3.74740 5.29329 5.81261 0.02 -1.23 -0.15
H 3.53966 6.58255 4.89786 -0.10 0.23 -1.22
H 6.02924 4.94259 5.17313 0.40 0.13 0.14
H 5.93517 6.66420 5.62659 -0.67 -0.10 0.21
H 5.95482 6.18370 3.95333 0.04 0.07 -0.07
H 1.87218 2.08223 4.94793 -0.19 0.20 0.24
H 2.66850 3.34870 6.00134 -0.38 0.21 -0.34
H 3.58470 2.43439 4.77499 -0.01 0.28 -0.33
O -2.78052 -0.69955 -3.10414 -1.01 0.62 -1.14
S -3.40549 -0.21845 -4.32025 -0.09 -0.68 -0.23
O -4.62501 -0.89598 -4.81880 2.59 1.55 0.59
O -3.75382 1.36084 -4.04008 1.06 -1.82 0.67
C -4.43032 2.09425 -5.02761 -2.00 -0.30 -0.12
C -5.62136 2.80306 -4.35433 0.64 0.63 -1.01
C -2.00371 0.01381 -5.57167 -1.49 -0.28 1.14
H -4.88918 1.45262 -5.77986 0.34 -0.41 -0.07
H -3.71679 2.73711 -5.54309 -0.14 0.38 0.19
H -6.23302 3.13654 -5.19264 0.00 0.69 0.09
H -5.22060 3.63290 -3.77222 -0.49 0.15 0.09
H -6.33174 2.22027 -3.76798 0.69 -0.50 0.15
H -1.29520 0.63937 -5.02872 -0.09 0.02 -0.01
H -2.41900 0.51910 -6.44362 0.12 -0.20 -0.01
H -1.58913 -0.97652 -5.76001 -0.24 0.11 -0.12
O -6.43786 1.46602 1.37626 0.20 2.05 -2.17
S -6.04140 2.48534 0.37168 1.51 -1.06 -0.22
O -6.89403 3.05263 -0.66605 0.61 -0.49 2.33
O -5.31134 3.69437 1.21469 -1.18 -0.21 -2.32
C -4.59059 3.38733 2.38052 -0.90 0.61 1.57
C -5.47601 3.90366 3.56240 0.66 -0.52 -0.45
C -4.54331 1.90639 -0.51131 -1.08 -0.62 0.66
H -3.63751 3.91585 2.36091 -0.03 0.23 -0.27
H -4.32086 2.33271 2.43633 -0.40 -0.10 0.18
H -5.10682 3.38452 4.44686 -0.43 0.32 0.36
H -6.54108 3.75928 3.38105 0.13 -0.93 -0.01
H -5.48690 4.98720 3.68041 0.84 0.07 0.03
H -3.91817 1.50430 0.28594 0.44 0.39 -0.28
H -4.14458 2.70435 -1.13771 0.05 0.05 0.48
H -4.78991 1.06196 -1.15493 -0.31 0.05 0.01
O 2.96638 -8.13833 -6.13056 1.18 2.09 1.49
S 3.63806 -7.38104 -5.07277 0.00 1.85 1.32
O 4.95500 -6.70507 -5.17653 -2.59 -1.84 -0.33
O 2.59679 -6.12551 -4.49087 -0.45 -4.62 -4.41
C 2.96207 -5.27498 -3.50641 3.11 0.63 0.65
C 1.72100 -4.71015 -3.00874 -1.66 0.53 1.38
C 3.63743 -8.48958 -3.63511 0.30 0.08 -0.76
H 3.65668 -4.53822 -3.90987 0.00 0.28 0.09
H 3.52371 -5.85590 -2.77485 -0.03 0.30 0.68
H 1.01902 -4.50397 -3.81671 0.14 0.22 -0.11
H 1.87663 -3.81370 -2.40853 0.05 0.05 -0.06
H 1.23821 -5.46076 -2.38295 -0.22 0.02 0.08
H 4.31890 -8.09900 -2.87937 -0.19 -0.08 -0.09
H 3.99952 -9.41842 -4.07584 0.25 0.00 0.18
H 2.63326 -8.68439 -3.25856 0.05 0.45 -0.14
O 2.95039 1.11170 1.09211 1.67 -0.07 0.19
S 4.17435 0.40137 1.49018 2.03 -1.36 1.59
O 5.15196 -0.13038 0.54382 -2.12 1.06 0.98
O 5.01893 1.36516 2.53451 -1.01 0.29 -0.69
C 6.30278 0.93017 3.07914 0.91 0.22 0.70
C 7.15812 2.14465 3.52556 -0.68 -0.01 -1.95
C 3.77754 -0.90081 2.74476 0.04 0.05 -1.25
H 6.86955 0.40399 2.31102 -0.24 -0.09 -0.02
H 6.16347 0.29259 3.95219 -0.46 -0.29 -0.23
H 7.07253 2.77489 2.64036 0.02 0.68 0.18
H 8.21973 1.89816 3.50759 -0.12 -0.33 0.55
H 6.85833 2.71095 4.40732 -0.07 -0.41 -0.01
H 3.22051 -0.50235 3.59272 0.09 0.11 -0.31
H 4.73260 -1.33321 3.04305 0.06 0.35 0.04
H 3.24355 -1.72195 2.26652 -0.22 0.27 -0.05
O 4.42168 -1.32508 -6.25149 -1.65 0.42 2.21
S 3.44774 -1.21839 -5.15573 -0.96 -0.52 0.08
O 3.50530 -2.06494 -3.95269 0.67 2.24 -1.79
O 3.29091 0.40324 -4.68031 0.87 -3.22 0.09
C 3.20313 1.36983 -5.71486 -0.70 -0.74 -1.04
C 3.75007 2.61560 -5.17714 0.22 1.90 0.67
C 1.76072 -1.57006 -5.78295 0.74 0.20 -0.59
H 2.14264 1.45278 -5.95273 -0.15 0.31 -0.01
H 3.69188 1.06566 -6.64044 0.29 -0.26 0.15
H 4.83499 2.71988 -5.16345 0.00 -0.39 -0.16
H 3.40915 2.75222 -4.15089 -0.03 -0.08 0.14
H 3.34213 3.47254 -5.71319 0.08 0.02 -0.21
H 1.61312 -1.08870 -6.74969 0.14 0.13 0.05
H 0.95828 -1.28687 -5.10179 0.45 0.02 0.27
H 1.75448 -2.64597 -5.95755 0.04 -0.01 0.16
O -7.64110 -2.80540 4.23980 2.03 1.96 0.83
S -6.68905 -1.77863 4.70780 -0.65 0.82 1.49
O -6.26171 -1.72827 6.14587 -0.40 -0.62 -4.09
O -5.38008 -1.72745 3.67199 -1.20 -0.69 3.27
C -5.57655 -1.90774 2.31125 0.01 -1.33 -2.13
C -4.31947 -1.39707 1.71284 0.45 1.55 -1.17
C -7.25841 -0.04232 4.29498 0.26 -1.43 -0.05
H -6.45497 -1.45758 1.84882 -0.09 0.85 0.58
H -5.70544 -2.93266 1.96337 0.03 -0.60 0.88
H -4.40584 -1.33492 0.62804 -0.02 -0.24 -0.17
H -3.37911 -1.90117 1.93574 -0.34 -0.27 0.32
H -4.23488 -0.35419 2.01836 0.33 0.10 0.11
H -6.38838 0.44814 3.85841 -0.19 -0.06 -0.01
H -7.58222 0.49705 5.18511 -0.17 -0.43 -0.07
H -8.03240 -0.21686 3.54759 -0.05 0.45 0.13
O 3.20563 -3.26008 6.94692 -0.94 0.17 -1.08
S 2.14093 -3.24700 5.96418 -1.13 0.30 0.01
O 2.41193 -2.87769 4.57003 -0.36 -0.82 2.14
O 1.37561 -4.68015 5.98904 0.97 1.27 0.23
C 1.05312 -5.14243 7.33935 -0.53 -1.22 0.59
C -0.43837 -5.45767 7.39296 -0.54 -0.69 0.19
C 0.72567 -2.16596 6.52926 1.02 -0.24 -1.11
H 1.40615 -4.52008 8.16164 -0.27 0.88 -0.48
H 1.65852 -6.02194 7.55860 -0.13 -0.33 -0.63
H -0.78599 -6.05506 8.23580 0.76 0.35 0.84
H -0.76538 -6.19084 6.65566 0.36 0.52 -0.86
H -1.10925 -4.59860 7.38803 0.24 0.14 -0.32
H 1.19690 -1.19100 6.65380 -0.17 -0.04 0.45
H 0.14626 -2.53352 7.37619 0.61 0.00 0.13
H 0.05223 -2.08759 5.67578 0.11 -0.20 -0.08
O -2.38600 5.16962 -0.11415 2.69 0.43 0.73
S -1.05357 5.42501 0.45322 -1.59 0.30 -0.08
O -0.09108 4.30344 0.44221 -0.66 2.18 -0.30
O -0.37443 6.77394 -0.29338 -0.22 -2.81 0.88
C -1.22559 7.93006 -0.49607 0.88 1.26 -1.22
C -0.83649 8.59790 -1.91617 -0.87 -1.23 1.73
C -1.30590 6.06693 2.13111 0.86 0.78 -0.16
H -0.95579 8.64876 0.27775 -0.09 -0.04 0.12
H -2.26705 7.63989 -0.35725 -0.02 0.09 -0.56
H -1.60057 9.34659 -2.12529 0.09 -0.06 -0.18
H -0.82878 7.81363 -2.67310 -0.23 0.14 -0.11
H 0.14637 9.06908 -1.90692 -0.09 -0.07 0.32
H -1.56766 5.36747 2.92505 -0.32 -0.42 -0.67
H -2.00862 6.89205 2.01501 -0.42 -0.39 -0.05
H -0.40425 6.56080 2.49334 0.41 -0.28 -0.35
O 0.29335 2.47089 -4.11818 0.94 2.05 0.99
S 0.49871 3.67653 -3.33454 0.33 -1.08 -1.17
O 1.18953 3.60054 -2.03420 0.03 0.13 -0.63
O 1.36474 4.75975 -4.31895 -1.97 -2.42 1.46
C 1.68767 6.00516 -3.73061 1.03 0.86 0.60
C 1.85879 7.03222 -4.80604 -0.45 0.20 -1.03
C -1.10800 4.44074 -3.11062 0.93 0.77 0.16
H 2.64464 5.94683 -3.21205 0.05 -0.44 0.21
H 0.96034 6.31916 -2.98195 -0.27 -0.04 -0.07
H 2.56274 6.75037 -5.58905 0.43 -0.25 0.40
H 2.18519 7.97780 -4.37311 -0.13 0.01 -0.06
H 0.94863 7.15618 -5.39284 -0.32 0.32 0.33
H -1.87223 3.71756 -2.82588 0.32 -0.34 -0.36
H -1.25278 4.95833 -4.05890 -0.49 -0.17 0.04
H -1.03079 5.16609 -2.30068 0.06 0.05 -0.19
O 1.22043 -8.60438 1.01435 0.94 1.01 -1.16
S 2.24805 -7.73436 0.46158 0.35 0.36 1.29
O 2.36042 -7.44890 -0.96757 -0.42 -0.31 2.04
O 2.14796 -6.30071 1.35010 2.66 -1.75 -0.78
C 0.98610 -5.54139 1.13159 -1.29 -0.08 -0.24
C 0.96471 -4.19432 1.87156 0.11 -0.28 -0.48
C 3.86696 -8.39563 1.07348 -0.20 0.58 -0.96
H 0.23205 -6.24476 1.48483 -0.90 0.65 -0.06
H 0.89691 -5.42088 0.05195 -0.31 0.33 -0.08
H 1.64477 -3.46609 1.42961 0.69 -0.39 0.22
H 1.10691 -4.31116 2.94591 0.20 0.07 -0.15
H 0.03506 -3.64964 1.70673 -0.51 -0.61 0.03
H 3.86197 -9.44412 0.77559 -0.44 -0.10 0.46
H 4.05824 -8.21571 2.13137 -0.54 -0.16 -0.11
H 4.70382 -7.99860 0.49890 -0.30 0.57 -0.06
O -1.93586 -3.02542 -4.72003 0.76 0.48 -0.28
S -2.35498 -4.35701 -4.45089 -3.10 -2.15 2.14
O -2.05803 -5.47620 -5.29201 0.39 0.77 0.41
O -1.95726 -4.79463 -2.91089 0.87 -0.30 -1.70
C -1.90496 -3.76061 -1.92374 -1.75 0.89 -1.05
C -2.15092 -4.29069 -0.54584 0.81 0.89 0.79
C -4.19899 -4.33389 -4.10217 1.20 0.28 -1.25
H -2.75604 -3.11404 -2.13752 -0.23 0.20 0.05
H -1.09412 -3.06004 -2.12336 0.61 -0.56 0.56
H -3.06948 -4.85487 -0.38447 0.25 -0.33 -0.52
H -2.31888 -3.37123 0.01495 0.06 0.15 0.35
H -1.27125 -4.74113 -0.08608 -0.24 -0.43 -0.14
H -4.52585 -5.28917 -3.69145 0.43 0.28 0.46
H -4.74299 -4.23488 -5.04152 0.29 0.26 -0.16
H -4.34074 -3.41914 -3.52664 -0.28 -0.37 0.25
```
Forces are in eV/Å.

Calculated values
electronic energy: -336969.5281 eV
charge: +1
multiplicity: 2

Here are the Mulliken charges for atoms 1 to 99, given in e: 0.1076, 0.2235, -0.0774, 0.3269, -0.1136, -0.6809, 0.1524, -0.5469, 0.9774, 0.2508, 0.0070, -0.2498, -0.3433, -0.1195, -0.0523, -0.0383, -0.6920, 1.0295, -0.4379, 0.0010, -0.2620, -1.1264, -0.6423, 0.3024, 0.3493, 0.1591, 0.3972, 0.2983, 0.1684, 0.5039, 0.1066, -0.3265, 0.8434, -0.7172, 0.1464, -0.4087, -1.2630, -0.3522, 0.4356, 0.2790, 0.4319, 0.2679, 0.2686, -0.2304, 0.4876, 0.2446, -0.4673, 1.0412, -0.6516, -0.3765, 1.6150, -1.4581, 0.0909, -0.5842, -0.3666, 0.3523, 0.3470, 0.3975, -0.5157, 0.1563, 0.3474, -0.5941, 1.1306, -0.6296, -0.3788, -0.4019, -0.2335, -0.9102, 0.3646, 0.3071, 0.0905, 0.0205, 0.1307, 0.2684, 0.5133, 0.2549, -0.1295, 1.0495, -0.7052, 0.0840, -0.4485, -1.1522, -0.7029, 0.4555, 0.3132, 0.3246, 0.3992, 0.2169, 0.1395, 0.6463, -0.0328, -0.6434, 0.9117, -0.4043, -0.1558, -0.0756, -1.1563, -0.7172, 0.1141